Record 1
# C20H23F21IN4O10P2S

A 3-piece molecular cluster, C20H23F21IN4O10P2S overall (ωB97M-V with the def2-TZVPD basis set, the Open Molecules 2025 dataset).

Values from the calculation:
**Frontier orbital gap**: 5.37 eV
**LUMO energy**: -5.18 eV

The geometry in ORCA input format:
```
! RIJCOSX wB97M-V def2-TZVPD def2/J DEFGRID3
* xyz 1 1
C 1.834 -0.148 5.192
C 1.219 1.131 4.305
O -0.104 1.113 4.132
N 2.192 2.188 3.857
C 1.901 3.400 4.709
C 2.175 2.463 2.378
I 3.563 4.195 2.217
N 0.901 2.465 1.587
S 0.252 3.956 0.976
O -1.264 3.662 0.639
O 0.210 5.133 1.993
C 1.003 4.560 -0.642
F 0.061 4.144 -1.747
F 2.311 3.958 -0.982
C 1.140 6.190 -0.763
F 2.153 6.761 0.162
F 1.634 6.462 -2.162
F -0.221 6.760 -0.623
C 0.697 1.190 0.803
N -0.515 0.562 0.658
C -0.611 -0.701 -0.170
C -2.090 -1.374 0.196
O -3.203 -0.608 0.230
N 2.088 0.863 0.302
C 3.013 1.357 1.445
P 3.772 -0.177 2.287
O 4.827 0.222 3.614
O 4.518 -1.258 1.133
P 4.529 2.023 0.436
O 6.029 1.756 1.279
O 4.588 1.196 -1.123
H 2.973 -0.025 5.437
H 1.281 -0.270 6.236
H 1.677 -1.152 4.580
H 1.231 4.219 4.209
H 2.873 3.899 5.191
H 1.280 3.004 5.647
H -1.338 1.003 1.171
H -0.508 -0.392 -1.296
H 0.286 -1.416 0.138
H -2.086 -2.526 0.404
H 2.259 -0.156 0.031
H 5.109 -0.637 4.077
H 4.248 -1.037 0.186
H 6.142 2.426 2.033
H 5.397 1.605 -1.579
C -2.619 2.515 -3.286
C -2.475 1.008 -3.550
C -2.454 0.614 -5.022
F -3.594 0.952 -5.664
F -2.329 -0.735 -5.155
F -3.446 0.341 -2.871
F -1.290 0.611 -2.986
O -3.939 2.978 -2.989
C -4.761 3.252 -4.123
C -5.982 2.329 -4.211
F -5.619 1.024 -4.285
F -6.717 2.591 -5.324
F -3.998 3.229 -5.242
F -5.170 4.541 -3.978
H -2.048 2.725 -2.374
H -2.134 3.124 -4.058
H -1.611 1.074 -5.545
H -6.627 2.449 -3.336
C -0.817 -6.522 -1.419
C -0.165 -5.244 -0.868
C 1.065 -5.475 0.002
F 0.789 -6.205 1.105
F 1.566 -4.290 0.447
F -1.106 -4.511 -0.213
F 0.210 -4.485 -1.945
O -1.947 -7.015 -0.694
C -1.641 -7.839 0.430
C -2.084 -7.217 1.760
F -1.496 -6.014 1.973
F -1.740 -8.008 2.810
F -0.324 -8.154 0.407
F -2.308 -9.006 0.224
H -1.221 -6.263 -2.405
H -0.084 -7.311 -1.623
H 1.859 -5.978 -0.558
H -3.168 -7.070 1.782
*
```



Record 2
# C20H23FN4O2S2

One molecule with the formula C20H23FN4O2S2 (ωB97M-V with the def2-TZVPD basis set, the Open Molecules 2025 dataset).

Values from the calculation:
**Frontier orbital gap**: 8.39 eV
**Energy above the lowest of the compared OMol25 structures with the same formula, charge and spin**: 0.0 kJ/mol
**Structure (SMILES)**: COC[C@@H](C)n1c(C)cc(C(=O)CSc2nnc(Nc3ccccc3F)s2)c1C
**LUMO energy**: 0.54 eV

The geometry in ORCA input format:
```
! RIJCOSX wB97M-V def2-TZVPD def2/J DEFGRID3
* xyz 0 1
C 1.036 0.520 -1.431
O -0.136 1.115 -1.927
C -0.286 2.476 -1.618
C -0.508 2.776 -0.117
C -1.123 4.165 0.068
N -1.291 1.764 0.561
C -0.920 1.241 1.785
C 0.323 1.622 2.512
C -1.869 0.349 2.179
C -2.872 0.319 1.172
C -4.058 -0.512 1.138
O -5.079 -0.240 0.535
C -3.938 -1.858 1.846
S -3.162 -2.992 0.637
C -1.489 -2.673 0.935
N -0.974 -2.315 2.055
N 0.332 -2.115 2.018
C 0.869 -2.333 0.859
N 2.195 -2.138 0.673
C 2.993 -2.271 -0.448
C 2.631 -2.931 -1.620
C 3.513 -3.009 -2.684
C 4.773 -2.444 -2.608
C 5.162 -1.790 -1.450
C 4.276 -1.713 -0.400
F 4.644 -1.066 0.737
S -0.300 -2.831 -0.366
C -2.487 1.231 0.193
C -3.194 1.503 -1.084
H 1.924 1.107 -1.696
H 1.002 0.396 -0.343
H 1.103 -0.461 -1.898
H 0.600 3.042 -1.945
H -1.142 2.811 -2.206
H 0.473 2.774 0.367
H -2.110 4.218 -0.383
H -0.488 4.917 -0.394
H -1.219 4.391 1.127
H 1.221 1.388 1.936
H 0.339 2.684 2.759
H 0.365 1.052 3.436
H -1.860 -0.198 3.099
H -3.316 -1.850 2.735
H -4.925 -2.274 2.044
H 2.654 -1.763 1.495
H 1.662 -3.395 -1.699
H 3.207 -3.525 -3.580
H 5.454 -2.511 -3.441
H 6.137 -1.340 -1.352
H -4.164 1.015 -1.048
H -3.353 2.568 -1.238
H -2.629 1.103 -1.926
*
```



Record 3
# C20H23Ge2I2N3OPd

C20H23Ge2I2N3OPd as an isolated structure (ωB97M-V with the def2-TZVPD basis set, the Open Molecules 2025 dataset).

Values from the calculation:
**Frontier orbital gap (alpha / beta)**: 7.28 / 7.27 eV
**Energy above the lowest of the compared OMol25 structures with the same formula, charge and spin**: 47.7 kJ/mol
**LUMO energy (alpha / beta)**: -3.23 / -4.93 eV

The geometry in ORCA input format:
```
! RIJCOSX wB97M-V def2-TZVPD def2/J DEFGRID3
* xyz 1 4
Pd -0.064 -1.782 1.011
I 1.901 -3.783 -1.625
C 3.139 -2.847 -0.192
I 2.339 -2.868 1.790
H 3.263 -1.807 -0.474
H 4.087 -3.369 -0.149
N -1.210 -3.608 0.435
C -2.268 -3.049 -0.358
O -2.267 -3.151 -1.555
C -3.216 -2.230 0.425
C -3.097 -2.160 1.845
N -2.893 -2.156 2.979
C -3.910 -1.282 -0.229
N -4.507 -0.452 -0.827
H -0.653 -4.244 -0.127
H -1.521 -4.033 1.305
C 1.517 0.850 3.366
Ge 0.292 1.794 2.177
C 0.910 3.599 1.762
C -1.489 1.820 2.976
Ge 0.201 0.566 0.027
C 1.885 0.464 -0.936
C 3.037 0.954 -0.311
C 4.280 0.837 -0.917
C 4.392 0.223 -2.158
C 3.258 -0.275 -2.788
C 2.015 -0.160 -2.179
C -1.371 0.894 -1.080
C -1.340 0.901 -2.498
C -2.537 0.993 -3.247
C -3.753 1.002 -2.649
C -3.877 0.916 -1.166
C -2.576 1.010 -0.440
H 1.681 1.451 4.262
H 2.482 0.661 2.898
H 1.081 -0.102 3.673
H 0.957 4.179 2.685
H 0.219 4.089 1.077
H 1.900 3.589 1.308
H -1.408 2.224 3.986
H -1.911 0.818 3.053
H -2.162 2.459 2.406
H 2.972 1.438 0.657
H 5.161 1.227 -0.423
H 5.359 0.134 -2.635
H 3.341 -0.761 -3.751
H 1.153 -0.591 -2.673
H -0.397 0.873 -3.023
H -2.476 1.048 -4.326
H -4.667 1.044 -3.225
H -4.620 1.620 -0.788
H -2.635 1.034 0.643
*
```



Record 4
# C20H23I2LaN9PS2

C20H23I2LaN9PS2 as an isolated structure (ωB97M-V with the def2-TZVPD basis set, the Open Molecules 2025 dataset).

Values from the calculation:
**Frontier orbital gap**: 7.76 eV
**Energy above the lowest of the compared OMol25 structures with the same formula, charge and spin**: 40.3 kJ/mol
**LUMO energy**: -5.60 eV

The geometry in ORCA input format:
```
! RIJCOSX wB97M-V def2-TZVPD def2/J DEFGRID3
* xyz 2 1
La 1.186 -2.024 0.281
C -4.813 -1.469 -0.032
N -3.524 -2.181 0.067
C -3.388 -3.541 0.150
C -2.051 -3.779 0.222
N -1.364 -2.589 0.185
C -2.283 -1.633 0.090
P -2.002 0.174 0.002
C -0.834 0.139 -1.409
N 0.116 -0.759 -1.653
C 0.512 -0.562 -2.955
C -0.202 0.459 -3.500
N -1.046 0.898 -2.515
C -2.038 1.978 -2.691
C -0.953 0.300 1.494
N -0.001 -0.548 1.872
C 0.348 -0.217 3.161
C -0.403 0.844 3.561
N -1.217 1.162 2.500
C -2.221 2.245 2.512
H -5.607 -2.207 -0.039
H -4.955 -0.810 0.820
H -4.862 -0.894 -0.951
H -4.234 -4.211 0.146
H -1.559 -4.732 0.295
H 1.267 -1.170 -3.427
H -0.186 0.899 -4.487
H -1.695 2.632 -3.485
H -3.006 1.564 -2.962
H -2.116 2.557 -1.781
H 1.101 -0.762 3.716
H -0.430 1.389 4.495
H -1.900 3.002 3.220
H -2.283 2.696 1.529
H -3.192 1.860 2.812
I 3.414 -3.340 -1.919
C 3.424 -5.001 -0.591
I 1.486 -5.465 0.132
H 4.035 -4.732 0.255
H 3.788 -5.852 -1.141
S 4.976 -1.574 3.058
C 3.799 -2.205 2.216
N 2.889 -2.651 1.565
N 2.033 5.170 -0.877
C 1.274 4.157 -0.499
S -0.378 4.215 -0.326
C 1.980 2.850 -0.302
C 2.130 2.332 0.976
C 2.511 1.017 1.105
N 2.734 0.210 0.057
C 2.749 0.778 -1.153
C 2.398 2.092 -1.385
H 1.604 6.067 -1.047
H 3.036 5.097 -0.934
H 1.894 2.925 1.850
H 2.638 0.575 2.085
H 3.043 0.139 -1.973
H 2.379 2.486 -2.395
*
```



Record 5
# C20H23N2PdSbSe4Si

C20H23N2PdSbSe4Si as an isolated structure (ωB97M-V with the def2-TZVPD basis set, the Open Molecules 2025 dataset).

Values from the calculation:
**Frontier orbital gap (alpha / beta)**: 5.94 / 5.94 eV
**Energy above the lowest of the compared OMol25 structures with the same formula, charge and spin**: 89.8 kJ/mol
**LUMO energy (alpha / beta)**: -1.19 / -1.18 eV

The geometry in ORCA input format:
```
! RIJCOSX wB97M-V def2-TZVPD def2/J DEFGRID3
* xyz 0 1
Pd -0.390 0.124 1.344
N 1.704 0.072 0.455
C 2.625 -0.032 1.590
C 1.958 -0.834 2.685
N 0.680 -0.185 3.033
H 1.652 -0.792 -0.075
H 1.962 0.809 -0.193
H 2.816 0.981 1.950
H 3.591 -0.475 1.332
H 2.620 -0.925 3.550
H 1.724 -1.841 2.335
H 0.818 0.708 3.509
H 0.108 -0.773 3.635
Se -4.163 -1.953 -0.711
Sb -3.342 -0.281 0.723
Se -1.974 -1.448 2.440
Se -4.606 1.674 1.198
Se -1.327 0.503 -0.981
C 2.953 3.875 -3.105
C 2.547 2.549 -3.091
C 1.447 2.168 -2.333
C 0.736 3.099 -1.573
C 1.154 4.433 -1.612
C 2.252 4.819 -2.367
Si -0.737 2.675 -0.482
C -0.170 2.842 1.304
C 1.155 3.146 1.638
C 1.539 3.325 2.962
C 0.602 3.203 3.981
C -0.723 2.914 3.672
C -1.107 2.742 2.348
C -2.149 3.838 -0.800
C -2.337 4.972 -0.009
C -3.378 5.852 -0.268
C -4.245 5.605 -1.322
C -4.070 4.481 -2.118
C -3.030 3.605 -1.856
H 3.806 4.176 -3.700
H 3.078 1.812 -3.681
H 1.124 1.132 -2.353
H 0.607 5.185 -1.052
H 2.556 5.858 -2.386
H 1.893 3.261 0.852
H 2.566 3.578 3.197
H 0.899 3.357 5.012
H -1.464 2.829 4.456
H -2.153 2.550 2.122
H -1.677 5.167 0.830
H -3.519 6.722 0.360
H -5.066 6.283 -1.517
H -4.755 4.279 -2.931
H -2.924 2.714 -2.466
*
```



Record 6
# C20H23N3

One molecule with the formula C20H23N3 (ωB97M-V with the def2-TZVPD basis set, the Open Molecules 2025 dataset).

Values from the calculation:
**Frontier orbital gap**: 8.62 eV
**Energy above the lowest of the compared OMol25 structures with the same formula, charge and spin**: 43.7 kJ/mol
**Structure (SMILES)**: c1ccc(CN2CCN(Cc3c[nH]c4ccccc34)CC2)cc1
**LUMO energy**: 0.88 eV

The geometry in ORCA input format:
```
! RIJCOSX wB97M-V def2-TZVPD def2/J DEFGRID3
* xyz 0 1
C 3.249 2.990 -0.456
C 2.837 2.656 0.823
C 3.030 1.372 1.301
C 3.629 0.400 0.508
C 3.794 -1.016 1.014
N 2.711 -1.949 0.763
C 1.457 -1.718 1.447
C 0.482 -0.814 0.686
N 0.240 -1.370 -0.634
C -0.770 -0.612 -1.355
C -2.109 -0.747 -0.706
C -2.709 -1.913 -0.327
N -3.927 -1.654 0.241
C -4.141 -0.307 0.238
C -5.221 0.437 0.696
C -5.157 1.806 0.560
C -4.045 2.426 -0.017
C -2.973 1.695 -0.474
C -3.008 0.306 -0.352
C 1.492 -1.439 -1.364
C 2.471 -2.344 -0.607
C 4.055 0.752 -0.768
C 3.865 2.036 -1.248
H 3.097 3.991 -0.831
H 2.365 3.398 1.451
H 2.712 1.119 2.303
H 3.939 -0.992 2.099
H 4.691 -1.454 0.564
H 1.658 -1.302 2.436
H 0.978 -2.696 1.572
H -0.469 -0.773 1.223
H 0.883 0.213 0.615
H -0.815 -1.013 -2.375
H -0.500 0.457 -1.426
H -2.340 -2.916 -0.416
H -4.562 -2.346 0.601
H -6.080 -0.045 1.142
H -5.980 2.415 0.905
H -4.035 3.503 -0.104
H -2.120 2.186 -0.919
H 1.298 -1.871 -2.350
H 1.930 -0.435 -1.508
H 3.423 -2.393 -1.139
H 2.038 -3.351 -0.575
H 4.542 0.014 -1.390
H 4.198 2.293 -2.243
*
```



no.,calculated total energy (eV),largest force on an atom (eV Å⁻¹)
1,-142108.801,10.01
2,-55555.908,1.72
3,-160334.373,0.46
4,-82535.465,2.43
5,-303377.014,1.22
6,-25583.603,0.55